1.
# C33H50F5NNbO18S

A structure of composition C33H50F5NNbO18S at a distorted geometry (the ωB97M-V functional and the def2-TZVPD basis, OMol25).

Geometry as ORCA input:
```
! wB97M-V def2-TZVPD RIJCOSX def2/J DEFGRID3
* xyz -1 1
C 4.3915 -0.1402 2.7739
C 2.8931 -0.8383 2.6026
Nb 1.2943 0.8007 2.4805
N -0.1760 2.3360 2.1709
C -0.7449 2.8940 3.4543
O -1.0326 4.2250 3.4553
F -1.0749 2.1428 4.6855
C 0.5481 3.4954 1.4581
O 0.1927 3.8513 0.1936
F 1.6346 4.2947 2.0738
S -0.4495 -0.8547 1.5959
O 0.0283 -1.5819 0.3126
O -1.7438 -0.0380 1.2094
C -0.9929 -2.1054 2.8798
F -2.2712 -1.5802 3.4896
F 0.0677 -2.2692 3.9005
F -1.1845 -3.4011 2.1659
H 5.2379 -0.9708 2.8964
H 4.3506 0.5466 3.7494
H 4.6041 0.5654 1.8395
H 2.7294 -1.4664 3.5970
H 2.8565 -1.6004 1.6915
H 1.8075 1.0507 0.7312
H 2.5827 1.9762 3.0296
H 0.7934 0.4689 4.1854
O 3.1819 -2.8531 0.3004
C 3.0065 -3.1820 -0.8612
O 3.4754 -4.3397 -1.4127
C 3.1814 -4.3460 -2.8088
C 2.0337 -3.3851 -2.9780
C 2.2938 -2.3665 -1.8971
H 4.0749 -4.0266 -3.3554
H 2.9155 -5.3588 -3.1251
H 1.9775 -2.9541 -3.9811
H 1.0863 -3.8998 -2.7772
H 2.9566 -1.5679 -2.2415
H 1.3625 -1.9541 -1.5021
O 3.8691 1.5021 0.2958
C 4.8169 2.2463 0.1058
O 5.4155 2.9943 1.0786
C 6.4122 3.8244 0.4843
C 6.7649 3.1528 -0.8171
C 5.4620 2.5104 -1.2210
H 5.9909 4.8241 0.3353
H 7.2756 3.8994 1.1518
H 7.1620 3.8445 -1.5647
H 7.5185 2.3755 -0.6411
H 4.8315 3.1950 -1.7951
H 5.6266 1.5811 -1.7713
O -6.7097 -0.4616 -3.0141
C -6.3461 -0.5589 -1.8537
O -6.6231 -1.6252 -1.0471
C -6.1411 -1.3549 0.2683
C -5.0774 -0.3028 0.0938
C -5.5786 0.4798 -1.0935
H -6.9774 -1.0029 0.8813
H -5.7396 -2.2718 0.7095
H -4.9251 0.3078 0.9877
H -4.1219 -0.7793 -0.1573
H -6.2606 1.2807 -0.7945
H -4.7536 0.8758 -1.6902
O -8.3408 1.6472 2.9660
C -9.1425 1.1738 2.1779
O -9.2824 -0.1617 1.9309
C -10.2297 -0.3469 0.8801
C -11.0624 0.9082 0.8695
C -10.0781 1.9614 1.3115
H -9.6856 -0.4928 -0.0590
H -10.8344 -1.2360 1.0812
H -11.5172 1.1149 -0.1029
H -11.8681 0.8252 1.6091
H -9.5199 2.3764 0.4677
H -10.5681 2.7551 1.8800
O -11.4870 2.3106 3.9579
C -11.0233 3.2861 4.5251
O -11.7277 4.4223 4.8026
C -10.8478 5.3920 5.3694
C -9.6909 4.6031 5.9245
C -9.6015 3.4354 4.9748
H -10.5377 6.0856 4.5807
H -11.3707 5.9531 6.1494
H -8.7671 5.1837 5.9923
H -9.9375 4.2407 6.9299
H -8.9745 3.6628 4.1082
H -9.2511 2.5328 5.4807
O 4.2611 -5.8713 -5.1150
C 5.2403 -6.5191 -4.7839
O 6.4479 -6.4678 -5.4188
C 7.3247 -7.4309 -4.8361
C 6.7696 -7.6933 -3.4607
C 5.2863 -7.5131 -3.6632
H 7.3236 -8.3288 -5.4631
H 8.3408 -7.0279 -4.7960
H 7.0412 -8.6764 -3.0671
H 7.1394 -6.9344 -2.7604
H 4.8044 -8.4397 -3.9872
H 4.8039 -7.1184 -2.7660
O 7.1722 0.5300 -3.7246
C 8.1200 1.2742 -3.9147
O 8.7186 2.0222 -2.9419
C 9.7153 2.8522 -3.5362
C 10.0681 2.1806 -4.8375
C 8.7651 1.5382 -5.2414
H 9.2940 3.8520 -3.6851
H 10.5787 2.9273 -2.8686
H 10.4651 2.8723 -5.5852
H 10.8217 1.4034 -4.6615
H 8.1346 2.2228 -5.8155
H 8.9297 0.6090 -5.7917
*
```

For the HOMO energy, the calculation gives -5.718 eV. As for the frontier orbital gap: 0.2432 Ha. The total energy comes out at -3650.69808 Ha.

Atomic partial charges in e from the Löwdin method, atoms 1 to 99: C -0.2482; C -0.4375; Nb 1.4448; N -0.1415; C -0.2785; O -0.0410; F -0.0453; C -0.3105; O -0.0206; F -0.0475; S 0.6041; O -0.4717; O -0.4888; C -0.3519; F -0.0332; F -0.0397; F -0.0220; H 0.0676; H 0.0516; H 0.0308; H 0.0503; H 0.0279; H -0.0396; H -0.0574; H -0.0952; O 0.0807; C -0.4299; O 0.0216; C -0.1940; C -0.1571; C -0.0753; H 0.1220; H 0.1117; H 0.1208; H 0.1256; H 0.1397; H 0.1045; O 0.0013; C -0.4423; O 0.0298; C -0.1682; C -0.1806; C -0.0707; H 0.1282; H 0.1259; H 0.1112; H 0.1183; H 0.1404; H 0.1203; O 0.0813; C -0.4667; O 0.0188; C -0.1622; C -0.1589; C -0.0831; H 0.1119; H 0.1309; H 0.1278; H 0.1201; H 0.1293; H 0.1348; O 0.0919; C -0.4515; O 0.0212; C -0.1650; C -0.1612; C -0.0911; H 0.1277; H 0.1294; H 0.1202; H 0.1188; H 0.1369; H 0.1093; O 0.0935; C -0.4457; O 0.0285; C -0.1741; C -0.1654; C -0.0921; H 0.1287; H 0.1256; H 0.1231; H 0.1221; H 0.1287; H 0.1382; O 0.0928; C -0.4502; O 0.0295; C -0.1754; C -0.1677; C -0.0810; H 0.1269; H 0.1271; H 0.1198; H 0.1267; H 0.1379; H 0.1294; O 0.1102; C -0.4507

***

2.
# C33H51AgF5N6O4P2Te

A structure of composition C33H51AgF5N6O4P2Te (the ωB97M-V functional and the def2-TZVPD basis, OMol25).

Geometry as ORCA input:
```
! wB97M-V def2-TZVPD RIJCOSX def2/J DEFGRID3
* xyz -1 1
Ag 0.2899 -0.7804 -0.1701
O -0.8883 -1.4840 4.6119
C 0.0882 -2.3642 4.8805
C 0.1167 -2.9054 6.1648
C 1.0307 -3.8906 6.4836
C 1.9226 -4.3691 5.5317
C 1.9158 -3.8168 4.2643
C 1.0381 -2.7890 3.9310
C 1.1437 -2.1290 2.6039
O 0.8673 -0.9404 2.4253
N 1.6089 -2.9690 1.6030
N 1.9509 -2.2608 0.4497
C 3.1591 -1.9360 0.2474
C 3.4676 -1.3743 -1.0930
C 4.7504 -1.5113 -1.6130
C 4.9795 -1.1341 -2.9269
C 3.9218 -0.6433 -3.6736
C 2.6812 -0.5167 -3.0585
N 2.4578 -0.8482 -1.7976
H -0.9812 -1.4390 3.6442
H -0.6215 -2.5663 6.8796
H 1.0271 -4.3125 7.4815
H 2.6083 -5.1696 5.7741
H 2.5838 -4.1792 3.4955
H 3.9691 -2.1542 0.9447
H 5.5386 -1.9348 -1.0050
H 5.9639 -1.2402 -3.3651
H 4.0474 -0.3537 -4.7081
H 1.8284 -0.1156 -3.5962
F -0.6839 -4.9543 2.5275
Te -0.1700 -4.1100 0.8591
F -1.1400 -2.7420 2.1611
F 0.8866 -4.3903 -0.7879
F 1.1317 -5.5245 1.2210
F -1.3549 -5.4486 0.1896
O -0.9189 -2.8257 -0.2353
C -4.8961 -0.4094 -1.0167
N -3.4537 -0.3128 -0.9443
C -2.9394 -0.3520 0.4186
P -2.4939 -0.6766 -2.2515
O -1.1249 -0.1206 -2.0674
N -2.5932 -2.2864 -2.5556
C -3.2416 -3.2665 -1.6950
C -1.5308 -2.8635 -3.3770
N -3.1688 0.0468 -3.5993
C -4.1849 -0.5390 -4.4405
C -2.9690 1.4645 -3.8108
H -5.2737 -1.2868 -0.4777
H -5.2306 -0.4776 -2.0510
H -5.3542 0.4799 -0.5680
H -3.0609 -1.3331 0.8852
H -3.4549 0.4173 1.0004
H -1.8773 -0.1141 0.4239
H -3.6861 -2.7900 -0.8233
H -2.5025 -3.9737 -1.3215
H -4.0229 -3.7943 -2.2555
H -1.1327 -2.1112 -4.0594
H -1.9393 -3.6867 -3.9704
H -0.7280 -3.2320 -2.7310
H -4.2604 -1.6060 -4.2437
H -3.9260 -0.3998 -5.4968
H -5.1699 -0.0767 -4.2805
H -2.1445 1.8164 -3.1940
H -3.8709 2.0449 -3.5671
H -2.7216 1.6558 -4.8610
C 3.3068 2.4375 -0.9923
C 1.8677 2.9558 -0.9858
C 1.1566 2.4656 -2.2581
C 1.8835 4.4846 -1.0162
P 0.9223 2.1544 0.4373
C -0.6399 3.1313 0.3595
C -0.9352 4.3237 1.0225
C -2.1554 4.9584 0.8458
C -3.1061 4.4228 -0.0138
C -2.8232 3.2500 -0.6936
C -1.6065 2.6115 -0.5012
C 1.7853 2.5730 2.0549
C 2.8642 1.4943 2.2604
C 2.4882 3.9267 2.1946
C 0.7328 2.4108 3.1614
H 3.7790 2.6932 -1.9456
H 3.3514 1.3552 -0.8767
H 3.9002 2.8950 -0.1982
H 1.7809 2.6955 -3.1274
H 0.2008 2.9747 -2.3904
H 0.9584 1.3914 -2.2403
H 2.3463 4.8151 -1.9517
H 2.4575 4.9173 -0.1944
H 0.8756 4.8967 -0.9866
H -0.2178 4.7686 1.6934
H -2.3633 5.8760 1.3818
H -4.0594 4.9183 -0.1491
H -3.5503 2.8102 -1.3687
H -1.3923 1.6993 -1.0475
H 3.7172 1.6427 1.5948
H 2.4616 0.5002 2.1088
H 3.2314 1.5557 3.2890
H 3.3397 4.0071 1.5157
H 2.8807 4.0065 3.2131
H 1.8441 4.7860 2.0262
H 0.2535 1.4354 3.1127
H -0.0342 3.1853 3.1210
H 1.2341 2.4797 4.1305
*
```

For the HOMO energy, the calculation gives -5.367 eV. As for the frontier orbital gap: 0.2800 Ha. The total energy comes out at -3514.70136 Ha.

Atomic partial charges in e from the Löwdin method, atoms 1 to 99: Ag 0.6963; O 0.0680; C -0.2634; C -0.0184; C -0.0969; C -0.0966; C -0.0291; C -0.0962; C -0.4857; O -0.0233; N -0.0987; N -0.0730; C -0.0659; C -0.2590; C -0.0242; C -0.0704; C -0.0604; C -0.1373; N 0.1033; H 0.0814; H 0.1108; H 0.0947; H 0.0923; H 0.1101; H 0.1334; H 0.1097; H 0.1030; H 0.0988; H 0.1074; F -0.4124; Te 1.8976; F -0.4618; F -0.4626; F -0.4451; F -0.4133; O -0.6507; C -0.1115; N -0.2903; C -0.1026; P 0.5263; O -0.3482; N -0.3004; C -0.1037; C -0.0940; N -0.2968; C -0.1314; C -0.1101; H 0.0825; H 0.0617; H 0.0816; H 0.0795; H 0.0892; H 0.0334; H 0.0634; H 0.0534; H 0.0815; H 0.0740; H 0.0821; H 0.0758; H 0.0746; H 0.0802; H 0.0732; H 0.0560; H 0.0788; H 0.0836; C -0.0968; C -0.6788; C -0.1160; C -0.0861; P 1.1670; C -0.3383; C -0.1052; C -0.0898; C -0.0919; C -0.0789; C -0.1266; C -0.6832; C -0.1089; C -0.0973; C -0.0916; H 0.0850; H 0.0560; H 0.0606; H 0.0853; H 0.0720; H 0.0285; H 0.0836; H 0.0587; H 0.0726; H 0.0826; H 0.0976; H 0.0964; H 0.0861; H 0.0440; H 0.0634; H 0.0354; H 0.0885; H 0.0589; H 0.0839